C31H18MnN5O8 | ωB97M-V/def2-TZVPD

Net charge: -1
E_LUMO (spin up / spin down), eV: 1.70 / 1.68
Frontier orbital gap (spin up / spin down), eV: 7.548 / 7.530
Multiplicity: 6
ΔE to the lowest compared entry with this formula, charge and spin, kJ/mol: 18.19
⟨S²⟩: 8.754

Element x y z (Å)
Mn  -0.119  -0.350  0.756
O  -5.517  4.244  1.752
C  -5.488  3.106  2.251
O  -6.257  2.529  3.039
C  -4.267  2.250  1.814
C  -4.091  0.965  2.306
C  -2.978  0.239  1.923
N  -2.057  0.742  1.095
C  -2.232  1.965  0.590
C  -3.323  2.749  0.931
C  -1.169  2.416  -0.347
C  -1.354  3.491  -1.206
C  -0.317  3.860  -2.045
C  0.872  3.151  -1.998
C  0.971  2.076  -1.130
N  -0.030  1.711  -0.327
C  -2.713  -1.154  2.373
C  -3.640  -1.910  3.081
C  -3.315  -3.212  3.417
C  -2.086  -3.728  3.038
C  -1.219  -2.907  2.339
N  -1.526  -1.653  2.022
H  -4.841  0.592  2.990
H  -3.472  3.753  0.557
H  -2.301  4.010  -1.232
H  -0.443  4.684  -2.736
H  1.708  3.401  -2.636
H  1.869  1.474  -1.086
H  -4.598  -1.490  3.350
H  -4.022  -3.822  3.964
H  -1.802  -4.743  3.274
H  -0.245  -3.248  2.011
O  1.314  -1.153  2.344
C  2.308  -1.000  1.614
N  2.254  -0.269  0.491
C  3.480  -0.332  -0.139
O  3.789  0.218  -1.177
C  4.399  -1.189  0.703
C  5.711  -1.568  0.533
C  6.276  -2.378  1.518
C  5.539  -2.783  2.626
C  4.210  -2.393  2.786
C  3.667  -1.593  1.805
H  6.274  -1.250  -0.335
H  7.305  -2.701  1.421
H  6.007  -3.413  3.372
H  3.625  -2.706  3.641
O  1.569  -2.790  -1.596
C  0.687  -1.945  -1.585
O  -0.215  -1.786  -0.680
C  0.616  -0.945  -2.730
C  1.733  -0.738  -3.530
C  1.714  0.214  -4.541
C  0.574  0.968  -4.767
C  -0.532  0.739  -3.965
C  -0.535  -0.200  -2.952
N  -1.731  1.568  -4.167
O  -1.662  2.478  -4.976
O  -2.719  1.314  -3.510
H  2.619  -1.323  -3.323
H  2.595  0.380  -5.146
H  0.531  1.724  -5.536
H  -1.405  -0.340  -2.328

C31H19F2FeN13 | ωB97M-V/def2-TZVPD

Net charge: -2
E_LUMO (spin up / spin down), eV: 4.62 / 3.70
Frontier orbital gap (spin up / spin down), eV: 3.993 / 5.922
Multiplicity: 5
ΔE to the lowest compared entry with this formula, charge and spin, kJ/mol: 51.84
⟨S²⟩: 6.094

Element x y z (Å)
Fe  -0.429  0.172  0.253
C  0.741  4.831  1.032
C  0.260  3.552  1.203
N  0.287  2.592  0.244
C  0.732  2.986  -0.979
C  1.157  4.312  -1.286
C  1.218  5.238  -0.224
C  1.454  4.635  -2.628
C  1.279  3.694  -3.640
C  0.896  2.402  -3.348
C  0.688  2.000  -2.002
N  0.299  0.756  -1.593
C  0.298  -0.299  -2.469
C  1.175  -0.503  -3.554
C  0.988  -1.580  -4.399
C  -0.083  -2.447  -4.217
C  -0.936  -2.316  -3.104
C  -2.044  -3.160  -2.851
C  -2.816  -2.913  -1.706
C  -2.456  -1.921  -0.827
N  -1.382  -1.107  -1.018
C  -0.676  -1.275  -2.179
H  0.730  5.516  1.871
H  -0.174  3.275  2.151
H  1.580  6.247  -0.394
H  1.770  5.645  -2.867
H  1.427  3.982  -4.675
H  0.702  1.711  -4.155
H  2.025  0.151  -3.690
H  1.679  -1.743  -5.219
H  -0.256  -3.260  -4.914
H  -2.290  -3.958  -3.542
H  -3.692  -3.512  -1.487
H  -3.040  -1.754  0.067
N  2.572  0.010  1.969
C  2.299  -0.950  1.014
N  3.128  -1.931  0.704
N  2.468  -2.640  -0.232
N  1.320  -2.112  -0.463
N  1.166  -1.011  0.305
C  1.504  0.549  2.656
N  1.563  0.975  3.907
N  0.318  1.411  4.169
N  -0.434  1.248  3.136
N  0.289  0.708  2.136
H  3.377  -0.193  2.536
F  -1.090  -3.747  3.902
C  -1.560  -2.643  3.286
C  -0.829  -2.073  2.264
C  -1.297  -0.930  1.640
C  -2.537  -0.372  2.042
C  -3.229  -1.003  3.070
F  -4.437  -0.532  3.491
C  -2.770  -2.129  3.711
C  -2.966  0.785  1.296
C  -4.148  1.514  1.490
C  -4.528  2.466  0.574
C  -3.706  2.711  -0.527
C  -2.507  2.037  -0.596
N  -2.124  1.122  0.288
H  0.112  -2.535  1.988
H  -3.341  -2.583  4.507
H  -4.757  1.317  2.358
H  -5.446  3.027  0.700
H  -3.988  3.416  -1.295
H  -1.805  2.254  -1.391

C31H21BrCrN5O10 | ωB97M-V/def2-TZVPD

Net charge: -2
E_LUMO (spin up / spin down), eV: 3.84 / 3.81
Frontier orbital gap (spin up / spin down), eV: 7.154 / 7.132
Multiplicity: 2
ΔE to the lowest compared entry with this formula, charge and spin, kJ/mol: 9.53
⟨S²⟩: 0.757

Element x y z (Å)
Cr  -0.450  0.299  -0.814
O  1.440  -0.489  4.301
C  2.458  0.352  4.045
C  3.574  0.297  4.886
C  4.656  1.132  4.677
C  4.652  2.043  3.626
C  3.544  2.101  2.798
C  2.442  1.273  2.985
C  1.311  1.395  2.006
O  1.357  2.215  1.096
N  0.259  0.583  2.293
N  -0.657  0.433  1.311
C  -1.833  0.092  1.715
C  -2.876  -0.137  0.744
C  -4.153  -0.568  1.102
C  -5.095  -0.739  0.109
C  -4.744  -0.485  -1.210
C  -3.451  -0.077  -1.489
N  -2.543  0.105  -0.533
H  0.761  -0.317  3.589
H  3.565  -0.425  5.692
H  5.514  1.067  5.338
H  5.499  2.695  3.457
H  3.497  2.794  1.967
H  -2.034  -0.003  2.778
H  -4.377  -0.766  2.141
H  -6.095  -1.073  0.357
H  -5.451  -0.610  -2.018
H  -3.108  0.091  -2.500
O  -2.247  6.970  -2.056
C  -2.161  6.070  -2.917
O  -2.499  6.079  -4.115
C  -1.671  4.698  -2.376
C  -1.390  4.530  -1.025
C  -1.003  3.293  -0.547
N  -0.889  2.234  -1.349
C  -1.135  2.384  -2.656
C  -1.527  3.591  -3.205
C  -1.048  1.099  -3.442
O  -1.286  1.060  -4.635
O  -0.789  0.060  -2.699
H  -1.488  5.384  -0.369
H  -0.763  3.125  0.493
H  -1.734  3.669  -4.262
O  1.710  1.605  -2.857
C  2.180  0.787  -2.093
C  3.636  0.326  -2.137
C  3.760  -0.618  -0.956
C  2.360  -0.639  -0.351
O  2.070  -1.251  0.660
N  1.509  0.150  -1.079
H  4.279  1.205  -2.084
H  3.802  -0.153  -3.103
H  4.460  -0.285  -0.188
H  4.017  -1.642  -1.229
Br  -0.506  -3.082  2.220
C  -0.740  -4.320  0.801
C  -1.170  -5.594  1.159
C  -1.310  -6.576  0.195
C  -0.994  -6.291  -1.127
C  -0.551  -5.026  -1.465
C  -0.434  -4.007  -0.518
C  0.007  -2.642  -1.052
O  0.913  -2.617  -1.868
O  -0.626  -1.660  -0.519
H  -1.385  -5.804  2.197
H  -1.652  -7.563  0.482
H  -1.088  -7.053  -1.891
H  -0.278  -4.777  -2.483

| no. | E_tot (eV) |
| --- | --- |
| 1 | -87595.133 |
| 2 | -91647.618 |
| 3 | -158883.866 |